Formula: C31H54F6O17P
Source: OMol25
Level of theory: ωB97M-V/def2-TZVPD

Last column: Mulliken charge in e.
Positions of all 109 atoms, in Å:
P  0.56  0.78  -0.19  1.285
F  2.01  1.37  -0.55  -0.375
F  0.71  1.37  1.31  -0.373
F  0.01  2.25  -0.68  -0.385
F  -0.88  0.21  0.20  -0.366
F  1.11  -0.73  0.30  -0.411
F  0.40  0.22  -1.73  -0.388
O  1.57  -3.71  5.09  -0.323
O  -6.21  -1.11  4.17  -0.586
O  -7.52  -1.11  -4.82  -0.635
O  2.74  -5.55  4.73  -0.659
O  -3.91  -6.42  0.15  -0.357
O  6.05  -4.47  -1.05  -0.354
O  -4.60  0.16  5.04  -0.376
O  0.33  4.67  -4.17  -0.501
O  3.46  6.70  4.09  -0.340
O  8.13  -4.85  -1.76  -0.608
O  5.89  -0.05  -5.30  -0.628
O  -5.80  5.44  -0.82  -0.508
O  1.22  6.74  3.98  -0.591
O  -2.09  -5.96  -1.08  -0.615
O  5.50  2.25  6.19  -0.504
O  4.41  -1.77  -5.16  -0.345
O  -5.67  -0.20  -3.82  -0.316
C  1.65  -4.94  4.72  0.549
C  5.36  -3.59  -0.17  -0.332
C  7.40  -4.17  -1.06  0.490
C  2.53  6.19  2.02  -0.338
C  7.70  -2.99  -0.20  -0.317
C  3.98  5.79  2.04  -0.629
C  4.56  6.57  3.23  -0.368
C  -3.84  -4.28  -0.87  -0.212
C  -5.52  0.96  3.01  -0.335
C  -0.51  -4.12  4.24  -0.473
C  4.74  -0.50  -5.34  0.519
C  0.25  -3.15  5.10  -0.333
C  2.30  6.55  3.48  0.503
C  6.32  -2.35  -0.04  -0.484
C  -5.12  -5.79  0.52  -0.412
C  3.45  0.30  -5.54  -0.306
C  -6.33  -0.75  -4.85  0.514
C  -5.36  -0.92  -6.03  -0.367
C  -4.70  2.06  3.69  -0.513
C  2.56  -0.89  -6.00  -0.615
C  -4.29  0.09  -4.14  -0.356
C  3.05  -2.16  -5.36  -0.287
C  -3.17  -5.60  -0.63  0.529
C  1.23  5.75  -3.85  -0.436
C  -5.26  -4.54  -0.41  -0.457
C  -5.55  -0.12  4.08  0.480
C  4.21  1.71  5.82  -0.502
C  -4.36  0.11  -5.70  -0.475
C  0.25  -5.45  4.31  -0.442
C  -4.88  4.80  -1.71  -0.437
C  -3.83  1.30  4.67  -0.329
H  -4.64  1.06  -6.16  0.289
H  -3.71  -0.80  -3.89  0.188
H  -5.01  0.51  2.16  0.249
H  -3.70  -4.07  -1.93  0.168
H  -3.85  0.92  -3.59  0.360
H  2.02  5.31  1.64  0.302
H  -5.05  -1.96  -5.93  0.235
H  3.00  -2.99  -6.07  0.245
H  3.59  1.04  -6.32  0.268
H  -2.95  0.84  4.22  0.258
H  -5.67  -3.65  0.07  0.345
H  3.95  4.72  2.27  0.224
H  -6.28  6.10  -1.33  0.290
H  -0.13  -6.09  5.10  0.249
H  -4.58  3.94  -1.11  0.154
H  2.52  -2.39  -4.44  0.285
H  -5.41  4.49  -2.61  0.240
H  5.09  -4.03  0.79  0.244
H  0.12  4.15  -3.39  0.306
H  3.17  0.65  -4.54  0.228
H  -5.90  -6.54  0.54  0.306
H  -1.45  -4.34  4.76  0.273
H  -0.19  -3.05  6.09  0.283
H  0.78  6.32  -3.04  0.208
H  -5.90  -0.81  -6.97  0.276
H  -4.07  2.54  2.94  0.318
H  -5.80  -4.94  -1.27  0.250
H  -0.63  -3.76  3.21  0.307
H  -5.01  -5.48  1.56  0.224
H  -3.94  5.29  -1.95  0.262
H  1.39  6.24  -4.81  0.202
H  -3.43  -3.44  -0.31  0.232
H  4.41  -3.27  -0.61  0.278
H  -3.59  1.93  5.53  0.282
H  0.24  -5.98  3.36  0.282
H  1.50  -0.68  -5.86  0.367
H  -3.37  -0.18  -6.04  0.286
H  5.27  5.89  3.68  0.321
H  -6.57  1.20  2.88  0.279
H  3.81  1.08  6.62  0.264
H  0.25  -2.26  4.48  0.287
H  6.15  -1.54  -0.74  0.277
H  4.26  1.21  4.85  0.228
H  2.33  7.11  1.48  0.242
H  4.62  5.88  1.16  0.398
H  -5.42  2.73  4.16  0.274
H  3.41  2.45  5.75  0.230
H  6.32  -1.90  0.95  0.279
H  4.99  7.51  2.87  0.273
H  2.69  -0.96  -7.08  0.273
H  2.09  5.28  -3.38  0.222
H  8.47  -2.41  -0.71  0.286
H  5.47  2.40  7.13  0.286
H  8.11  -3.38  0.73  0.242

Properties
LUMO level = 0.06613 Ha
Largest force on an atom = 4.7 eV/A
Frontier orbital gap = 0.369 Ha
E_HOMO = -8.246 eV
Charge = -1



Formula: C10H12N2O
Source: OMol25
Level of theory: ωB97M-V/def2-TZVPD

Last column: Mulliken charge in e.
Positions of all 25 atoms, in Å:
O  -3.10  -1.53  -0.74  -0.541
N  -4.08  -0.09  0.63  -0.591
N  -1.23  1.36  -0.67  -0.360
C  2.63  0.91  -0.14  -0.526
C  -1.54  0.19  0.18  0.179
C  1.25  0.68  -0.07  0.558
C  -0.56  -1.05  -0.25  -1.035
C  1.74  -1.64  -0.06  -0.449
C  0.08  1.68  -0.15  -0.746
C  -2.87  -0.54  -0.09  0.407
C  3.08  -1.42  0.08  -0.419
C  0.84  -0.67  -0.18  0.661
C  3.58  -0.12  0.03  -0.494
H  3.80  -2.29  0.45  0.206
H  -0.53  -1.87  0.42  0.419
H  4.58  0.23  0.33  0.343
H  3.32  1.90  -0.48  0.128
H  0.35  2.30  0.88  0.233
H  -1.77  2.16  -0.65  0.274
H  -5.10  -0.28  0.40  0.297
H  0.59  2.45  -0.73  0.492
H  -4.12  1.28  0.77  0.249
H  -0.92  -1.16  -1.24  0.332
H  -1.50  0.28  1.33  0.170
H  1.46  -2.76  -0.02  0.215

Properties
LUMO level = 0.01672 Ha
Largest force on an atom = 6.7 eV/A
Frontier orbital gap = 0.341 Ha
E_HOMO = -8.815 eV
Charge = 0
ΔE to the lowest compared entry with this formula, charge and spin = 538.6 kJ/mol



Formula: C4H14O2S2
Source: OMol25
Level of theory: ωB97M-V/def2-TZVPD

Last column: Mulliken charge in e.
Positions of all 22 atoms, in Å:
S  1.86  1.01  0.34  -0.081
S  -2.05  -0.73  -0.25  -0.202
O  0.77  -1.55  1.92  -0.633
O  0.28  -2.18  -1.93  -0.565
C  -1.05  0.63  -0.85  0.372
C  2.57  -0.32  -0.77  -0.741
C  -1.20  1.92  -0.05  -0.676
C  -1.27  1.63  1.46  -0.994
H  -0.06  -1.64  1.43  0.333
H  -1.34  2.59  1.97  0.330
H  -1.34  0.60  -1.91  0.508
H  1.13  -0.73  1.52  0.181
H  -0.51  -1.81  -1.51  0.232
H  -0.39  2.61  -0.24  0.357
H  -0.42  1.02  1.78  0.267
H  3.64  -0.15  -0.80  0.355
H  0.04  0.29  -0.87  -0.644
H  0.18  -3.13  -1.82  0.296
H  2.26  -1.27  -0.35  0.319
H  -2.14  2.37  -0.39  0.323
H  2.16  -0.15  -1.76  0.258
H  -2.19  1.10  1.70  0.405

Properties
LUMO level = -0.15568 Ha
Largest force on an atom = 2.4 eV/A
Frontier orbital gap = 0.165 Ha
E_HOMO = -8.736 eV
Charge = 0
ΔE to the lowest compared entry with this formula, charge and spin = 424.1 kJ/mol



Formula: CrH48O24
Source: OMol25
Level of theory: ωB97M-V/def2-TZVPD

Last column: Mulliken charge in e.
Positions of all 73 atoms, in Å:
Cr  -0.12  -0.55  -0.13  2.235
O  1.99  -0.65  0.09  0.277
O  0.92  3.62  1.63  -0.570
O  -0.89  -4.57  1.00  -0.568
O  4.36  1.73  -1.01  -0.596
O  1.16  2.92  -3.33  -0.581
O  -0.33  -2.47  -0.93  0.143
O  -2.13  -0.71  -2.86  -0.468
O  3.86  1.25  1.64  -0.617
O  -4.75  -1.04  -2.74  -0.657
O  -2.47  2.38  2.17  -0.526
O  -1.37  1.09  -0.99  -0.043
O  3.39  -0.04  -2.86  -0.631
O  0.16  -1.80  1.63  -0.174
O  -2.13  -0.98  0.42  -0.401
O  -1.41  -0.71  3.48  -0.568
O  -3.92  0.85  0.41  -0.593
O  -3.69  -2.47  1.64  -0.529
O  1.35  1.00  4.13  -0.538
O  0.55  -0.46  -2.25  -0.003
O  0.05  0.92  1.38  0.549
O  -1.37  3.76  -0.37  -0.553
O  2.06  -3.14  -2.37  -0.526
O  2.79  -3.37  0.66  -0.479
O  1.38  1.95  -0.82  -0.006
H  -0.75  -5.26  0.35  0.311
H  -2.55  -1.61  1.01  0.057
H  0.71  3.44  -4.00  0.265
H  -5.67  -1.11  -2.97  0.316
H  -2.44  2.79  1.30  0.313
H  0.13  -0.59  -3.10  0.062
H  1.26  2.30  -1.70  0.066
H  1.62  -3.41  -3.17  0.246
H  3.74  -3.52  0.73  0.262
H  -4.09  -1.84  2.24  0.305
H  1.81  3.94  1.52  0.264
H  -1.08  -0.06  4.09  0.284
H  1.79  2.66  -0.33  0.026
H  1.47  -0.29  -2.46  0.109
H  4.74  2.59  -1.16  0.326
H  4.54  0.58  1.65  0.286
H  -2.95  3.00  2.71  0.261
H  0.62  4.02  2.45  0.244
H  1.89  1.67  3.70  0.189
H  -0.43  -2.15  2.30  0.202
H  -1.80  4.41  -0.93  0.257
H  0.43  -2.89  -1.33  0.102
H  -1.83  -0.64  -3.76  0.274
H  -0.07  -4.55  1.50  0.241
H  -4.67  -1.42  -1.87  0.249
H  2.40  -4.22  0.86  0.221
H  2.72  -1.26  0.00  0.046
H  -2.28  -0.40  3.24  0.219
H  -3.87  0.98  1.35  0.294
H  3.52  0.84  -2.51  0.324
H  -3.08  -0.78  -2.92  0.222
H  1.66  2.27  -3.83  0.266
H  2.40  0.21  0.18  -0.112
H  4.13  1.73  -0.08  0.267
H  -1.95  0.91  -1.72  0.180
H  -0.63  4.23  0.01  0.207
H  -1.51  2.02  -0.79  0.103
H  -0.42  0.80  2.20  -0.068
H  -2.74  -0.25  0.36  0.205
H  4.00  -0.59  -2.37  0.262
H  3.88  1.62  2.53  0.239
H  1.95  0.26  4.25  0.302
H  -4.86  0.84  0.22  0.260
H  -1.07  -3.02  -1.20  0.180
H  2.99  -3.20  -2.58  0.252
H  -4.44  -2.97  1.30  0.281
H  0.43  1.80  1.44  -0.342
H  0.93  -2.36  1.68  0.097

Properties
Multiplicity = 4
LUMO level (spin up / spin down) = -0.38419 / -0.32748 Ha
Largest force on an atom = 3.3 eV/A
Frontier orbital gap (spin up / spin down) = 0.303 / 0.360 Ha
E_HOMO (spin up / spin down) = -18.707 / -18.703 eV
Charge = +3
<S²> = 3.764
ΔE to the lowest compared entry with this formula, charge and spin = 87.0 kJ/mol



Formula: C6H5N2O
Source: OMol25
Level of theory: ωB97M-V/def2-TZVPD

Last column: Mulliken charge in e.
Positions of all 14 atoms, in Å:
O  2.94  0.54  -0.24  -0.540
N  1.90  0.08  0.01  1.005
N  1.44  -0.70  0.87  -0.679
C  0.08  -0.85  0.41  1.230
C  -1.36  0.95  0.61  -0.065
C  -0.31  1.38  -0.28  -0.715
C  0.51  0.33  -0.64  0.277
C  -1.14  -0.32  1.04  -0.880
C  0.05  -1.28  -0.97  -0.544
H  -1.78  -0.91  1.68  0.401
H  -2.19  1.57  0.89  0.468
H  -0.90  -1.36  -1.47  0.291
H  0.86  -1.84  -1.41  0.310
H  -0.10  2.41  -0.50  0.442

Properties
LUMO level (spin up / spin down) = -0.25147 / -0.25149 Ha
Largest force on an atom = 2.7 eV/A
Frontier orbital gap (spin up / spin down) = 0.293 / 0.292 Ha
E_HOMO (spin up / spin down) = -14.802 / -14.802 eV
Charge = +1
ΔE to the lowest compared entry with this formula, charge and spin = 583.4 kJ/mol